# C40H32CoGeN7O9S

C40H32CoGeN7O9S as an isolated structure in a non-equilibrium geometry (the ωB97M-V functional and the def2-TZVPD basis, the OMol25 dataset).

Results
**Spin multiplicity**: 1
**Total energy**: -175826.48351 eV
**Highest occupied orbital energy (alpha / beta)**: -7.9 / -7.9 eV
**E_LUMO (alpha / beta)**: -1.96 / -1.96 eV
**Largest force on an atom**: 2.7 eV Å⁻¹
**Energy relative to the best compared isomer or geometry (same formula, charge and spin)**: 3.8 kcal per mole

Positions of all 91 atoms, in Å:
Co (1.19, 0.39, 1.19)
S (-0.99, 0.66, 1.28)
C (-0.98, 0.88, 3.03)
N (-2.09, 0.99, 3.77)
N (-3.23, 1.31, 3.21)
C (-3.54, 2.31, 2.26)
C (-4.84, 2.31, 1.74)
C (-5.23, 3.30, 0.86)
C (-4.34, 4.29, 0.49)
C (-3.06, 4.30, 1.01)
C (-2.65, 3.31, 1.90)
N (0.14, 0.74, 3.73)
N (1.21, 0.41, 3.10)
C (2.27, 0.00, 3.94)
C (3.33, -0.74, 3.41)
C (4.38, -1.14, 4.23)
C (4.37, -0.84, 5.58)
C (3.29, -0.14, 6.12)
C (2.25, 0.28, 5.32)
H (-4.02, 0.87, 3.66)
H (-5.53, 1.52, 2.03)
H (-6.24, 3.30, 0.46)
H (-4.65, 5.07, -0.20)
H (-2.36, 5.09, 0.74)
H (-1.66, 3.34, 2.32)
H (3.30, -1.05, 2.38)
H (5.20, -1.69, 3.80)
H (5.19, -1.15, 6.21)
H (3.26, 0.07, 7.18)
H (1.42, 0.84, 5.73)
O (6.57, 5.18, 2.84)
N (6.95, 4.15, 2.33)
O (8.11, 3.86, 2.14)
C (5.93, 3.20, 1.90)
C (6.32, 1.99, 1.33)
C (5.38, 1.08, 0.92)
C (3.97, 1.32, 1.07)
O (3.11, 0.45, 0.78)
C (3.65, 2.60, 1.65)
C (4.60, 3.51, 2.06)
N (2.28, 2.95, 1.85)
O (1.38, 2.38, 1.18)
O (2.00, 3.84, 2.62)
N (5.88, -0.18, 0.37)
O (7.05, -0.45, 0.58)
O (5.11, -0.88, -0.25)
H (7.37, 1.76, 1.20)
H (4.30, 4.45, 2.50)
O (1.00, -0.18, -0.67)
C (1.12, -1.37, -0.26)
O (1.19, -1.51, 1.01)
C (1.08, -2.55, -1.16)
C (-0.34, -3.14, -1.18)
Ge (-1.58, -2.22, -2.42)
C (-3.36, -3.03, -2.23)
C (-3.58, -4.14, -1.42)
C (-4.84, -4.70, -1.30)
C (-5.91, -4.14, -1.98)
C (-5.71, -3.03, -2.80)
C (-4.45, -2.48, -2.91)
C (-0.88, -2.50, -4.23)
C (0.10, -3.45, -4.51)
C (0.54, -3.66, -5.81)
C (0.01, -2.91, -6.85)
C (-0.96, -1.96, -6.59)
C (-1.40, -1.76, -5.29)
C (-1.84, -0.29, -2.18)
C (-0.97, 0.62, -2.79)
C (-1.16, 1.98, -2.63)
C (-2.22, 2.45, -1.87)
C (-3.09, 1.56, -1.26)
C (-2.89, 0.19, -1.41)
H (1.80, -3.28, -0.78)
H (1.39, -2.24, -2.16)
H (-0.76, -3.14, -0.17)
H (-0.29, -4.18, -1.50)
H (-2.75, -4.59, -0.89)
H (-4.99, -5.56, -0.66)
H (-6.90, -4.57, -1.89)
H (-6.55, -2.60, -3.34)
H (-4.30, -1.61, -3.54)
H (0.52, -4.05, -3.71)
H (1.30, -4.40, -6.01)
H (0.36, -3.07, -7.86)
H (-1.38, -1.38, -7.40)
H (-2.15, -1.00, -5.09)
H (-0.14, 0.26, -3.38)
H (-0.48, 2.68, -3.10)
H (-2.37, 3.52, -1.75)
H (-3.90, 1.92, -0.65)
H (-3.57, -0.50, -0.93)